This record from OMol25 describes a single C4H10N2O molecule. The level of theory is ωB97M-V/def2-TZVPD.

E_LUMO (eV): 0.89
SMILES: C[C@]1(O)CC1(N)N
HOMO level (eV): -7.73
Frontier orbital gap (eV): 8.62
Energy relative to the best compared isomer or geometry (same formula, charge and spin) (eV): 3.9810
Spin multiplicity: 1

Geometry (Å):
C (-0.529, 0.454, 0.280)
C (-1.172, 1.170, -0.860)
C (0.600, -0.489, 0.032)
N (0.078, -1.836, 0.522)
N (1.089, -0.662, -1.321)
C (1.180, 0.544, 0.879)
O (-1.299, 0.387, 1.434)
H (-1.806, 1.200, 1.582)
H (-0.455, -2.410, -0.127)
H (-0.029, -1.836, 1.534)
H (1.050, -1.633, -1.612)
H (2.084, -0.452, -1.336)
H (-1.667, 0.459, -1.524)
H (-0.459, 1.743, -1.461)
H (-1.922, 1.892, -0.524)
H (2.125, 0.956, 0.546)
H (1.134, 0.514, 1.959)


This record from OMol25 describes a single C4H10N2O molecule. The level of theory is ωB97M-V/def2-TZVPD.

E_LUMO (eV): 0.96
SMILES: CN(C)C(=O)CN
HOMO level (eV): -9.05
Frontier orbital gap (eV): 10.01
Energy relative to the best compared isomer or geometry (same formula, charge and spin) (eV): 1.2611
Spin multiplicity: 1

Geometry (Å):
N (-0.531, -2.225, -0.113)
C (0.621, -1.511, 0.401)
C (0.149, -0.147, 0.918)
N (-0.370, 0.731, -0.022)
C (-0.604, 2.085, 0.497)
C (0.210, 0.665, -1.344)
O (0.166, 0.091, 2.100)
H (-1.114, -2.536, 0.657)
H (-0.227, -2.991, -0.703)
H (1.360, -1.450, -0.390)
H (1.152, -1.964, 1.242)
H (0.348, 2.536, 0.797)
H (-1.016, 2.681, -0.305)
H (-1.202, 2.029, 1.394)
H (-0.190, 1.484, -1.942)
H (-0.053, -0.245, -1.873)
H (1.301, 0.766, -1.313)